Entry from OMol25: a structure of composition H40Na3O28S2 at a distorted geometry (the ωB97M-V functional and the def2-TZVPD basis).

As for the LUMO energy: 0.0208 Eh. For the orbital gap, the calculation gives 0.2983 Eh. The HOMO energy is -7.550 eV.

```
! wB97M-V def2-TZVPD RIJCOSX def2/J DEFGRID3
* xyz -1 1
Na 0.00180 3.92044 0.72104
Na -0.17309 0.24889 0.15712
Na -2.55472 3.10318 3.41366
S -2.58533 2.15604 0.67389
O -3.79244 2.59855 1.29247
O -2.78261 0.84987 0.08678
O -2.12666 3.17834 -0.26249
O -1.48615 2.07659 1.60553
S 2.56787 1.45098 0.40687
O 3.59054 1.87496 -0.55632
O 1.31518 2.03178 0.00390
O 2.45888 -0.03771 0.41891
O 2.93531 1.80753 1.79226
O -3.57541 -0.96497 1.52973
H -4.35363 -0.70176 2.02097
H -3.33080 -0.18499 1.03170
O 3.07450 -0.51920 2.98335
H 3.69062 0.13618 3.31062
H 2.81750 -0.19674 2.11952
O 2.17111 -0.66370 -2.24620
H 2.41908 -0.62074 -1.32267
H 2.57929 0.10717 -2.64038
O 3.68010 1.38791 -3.16393
H 3.99256 2.11685 -3.69988
H 3.79149 1.68823 -2.26191
O 1.41456 -0.25062 5.37634
H 0.95152 -1.04647 5.63796
H 1.50234 -0.32542 4.42611
O 0.93182 2.75351 3.02112
H 0.19812 2.22479 2.70748
H 1.67157 2.48452 2.47647
O -0.90543 -1.14207 2.13016
H -0.48088 -1.99695 2.05827
H -1.83390 -1.32203 1.98252
O -0.58958 -2.32169 -1.32196
H -0.54366 -3.03928 -1.95377
H -1.16494 -1.67651 -1.73297
O -1.84922 2.94166 -2.79263
H -0.91530 3.09990 -2.93045
H -1.98888 3.12364 -1.86332
O -5.41736 0.43415 -0.60872
H -5.82490 -0.29651 -1.07378
H -4.48114 0.23536 -0.62288
O -4.28793 -2.49964 -0.74707
H -4.54235 -3.42123 -0.70048
H -4.12062 -2.25062 0.16190
O -0.82257 -1.94313 -4.85720
H -0.50693 -1.13846 -4.44599
H -1.57831 -2.20171 -4.32973
O 1.04422 1.46212 -4.75597
H 0.92213 1.93578 -3.93318
H 1.97364 1.23336 -4.76555
O -1.50406 0.22453 -2.26467
H -2.32390 0.38069 -1.79594
H -1.42366 0.96823 -2.86190
O 0.47481 -3.39054 0.92547
H 0.05305 -3.14734 0.10133
H 1.40450 -3.21505 0.78021
O 2.38410 -3.68051 -2.20787
H 3.02665 -3.27582 -1.62512
H 2.06667 -2.96008 -2.75235
O -1.87769 0.65642 4.35946
H -1.68678 -0.17706 4.78969
H -1.79867 0.46747 3.42443
O 3.00783 -2.45357 0.19428
H 2.71067 -1.55296 0.32402
H 3.91149 -2.45595 0.50993
O 0.76162 2.98589 -2.34220
H 1.09742 3.88109 -2.38792
H 1.03005 2.67271 -1.47843
O 1.95697 -2.78382 3.78827
H 1.38161 -3.10784 3.09530
H 2.26642 -1.93696 3.46686
*
```